ORCA calculation (ωB97M-V/def2-TZVPD) on 5 unconnected molecules or ions with the total composition C49H104NO in a non-equilibrium geometry.

Values from the calculation:
LUMO level = -2.722 eV
gap between HOMO and LUMO = 9.21 eV
net charge = +1
molecular weight = 723.38 g mol⁻¹

```
155
C49H104NO ωB97M-V/def2-TZVPD
C -3.8170 -4.7539 0.9271
C -3.6697 -4.8283 -0.2589
C -3.4871 -4.9445 -1.7053
N -4.2634 -3.9512 -2.5030
C -3.9532 -4.1768 -3.9705
C -2.7321 -3.3432 -4.3442
O -3.0893 -1.9811 -4.3961
C -4.0296 -1.6311 -3.4009
C -3.9579 -2.4965 -2.1375
C -4.9667 -2.0188 -1.0941
C -4.8858 -0.5082 -0.8084
C -5.6722 -0.1119 0.4569
C -4.9109 0.8354 1.3983
C -3.4750 0.3269 1.7292
C -2.3776 1.1687 1.0567
C -0.9773 0.8494 1.6476
C -0.1217 2.0970 1.9760
C 0.9859 2.3958 0.9288
C 2.3209 2.7709 1.5828
C 3.0608 1.5660 2.1749
C 3.3646 0.4513 1.1651
C 4.0686 0.9593 -0.1124
C 4.8677 -0.1778 -0.7536
C 5.4104 0.1300 -2.1470
C 4.3187 0.4635 -3.1932
C 4.5435 1.8372 -3.8317
C 3.3200 2.2744 -4.6575
H -3.8797 -4.8388 1.9875
H -3.8336 -5.9354 -2.0058
H -2.4369 -4.8866 -1.9806
H -5.2702 -4.0763 -2.3960
H -4.8165 -3.9528 -4.5887
H -3.7065 -5.2274 -4.1272
H -2.3680 -3.6404 -5.3252
H -1.9151 -3.5197 -3.6361
H -3.8632 -0.5883 -3.1517
H -5.0570 -1.6975 -3.7888
H -2.9545 -2.4880 -1.7102
H -4.8549 -2.5399 -0.1458
H -5.9781 -2.2306 -1.4689
H -5.3140 0.0387 -1.6512
H -3.8368 -0.2097 -0.7667
H -6.0112 -1.0157 0.9702
H -6.5778 0.3998 0.1228
H -5.4572 0.9364 2.3353
H -4.8634 1.8164 0.9222
H -3.3467 0.3413 2.8096
H -3.4081 -0.7143 1.3955
H -2.3592 0.9988 -0.0201
H -2.6172 2.2131 1.2589
H -0.4113 0.1834 0.9951
H -1.1422 0.3133 2.5845
H 0.3805 1.8906 2.9217
H -0.7529 2.9767 2.0941
H 0.6562 3.1780 0.2426
H 1.0923 1.4980 0.3141
H 2.9449 3.3616 0.9119
H 2.0735 3.4339 2.4204
H 2.4127 1.1363 2.9478
H 3.9706 1.8649 2.6955
H 2.4644 -0.0993 0.8903
H 4.0591 -0.2448 1.6457
H 4.7043 1.8136 0.1334
H 3.3060 1.3392 -0.7995
H 5.7063 -0.3996 -0.0853
H 4.2379 -1.0731 -0.7552
H 6.1571 0.9246 -2.1110
H 5.9474 -0.7611 -2.4854
H 3.3097 0.3653 -2.7884
H 4.3941 -0.2739 -3.9972
H 4.7984 2.5888 -3.0829
H 5.3900 1.7726 -4.5203
H 3.1168 1.5268 -5.4244
H 3.4615 3.2537 -5.1094
H 2.4515 2.3131 -3.9953
C -10.5516 4.0816 -0.5457
C -9.5061 5.0129 -1.1519
C -8.2270 4.2954 -1.5797
C -7.4591 3.6179 -0.4433
C -7.0408 4.5435 0.6973
C -6.0871 5.6492 0.2582
H -10.1882 3.6040 0.3658
H -11.4549 4.6345 -0.2865
H -10.8305 3.2975 -1.2530
H -9.2725 5.8132 -0.4448
H -9.9357 5.5007 -2.0304
H -7.5727 5.0108 -2.0864
H -8.4791 3.5375 -2.3289
H -6.5604 3.1473 -0.8613
H -8.0595 2.8016 -0.0285
H -6.5521 3.9401 1.4683
H -7.9206 4.9855 1.1715
H -5.1792 5.2312 -0.1837
H -5.7929 6.2632 1.1104
H -6.5500 6.3089 -0.4768
C 7.1778 -4.7142 0.6561
C 6.2082 -3.7930 1.3898
C 6.8996 -2.6473 2.1266
C 7.8580 -3.0786 3.2372
C 7.2277 -3.9409 4.3296
C 6.1153 -3.2324 5.0968
H 7.8654 -5.2063 1.3462
H 6.6327 -5.4951 0.1226
H 7.7676 -4.1578 -0.0751
H 5.5992 -4.3785 2.0850
H 5.5124 -3.3632 0.6625
H 6.1351 -1.9828 2.5413
H 7.4573 -2.0461 1.4009
H 8.2834 -2.1806 3.6958
H 8.7027 -3.6198 2.8017
H 8.0114 -4.2310 5.0342
H 6.8436 -4.8717 3.9022
H 6.4877 -2.3197 5.5663
H 5.7206 -3.8763 5.8842
H 5.2822 -2.9633 4.4448
C 6.4370 -7.7791 3.0209
C 7.8842 -7.9374 3.4765
C 8.7763 -8.6140 2.4368
C 8.3751 -10.0456 2.0776
C 8.3202 -11.0141 3.2583
C 9.6654 -11.2018 3.9533
H 5.9605 -8.7437 2.8395
H 5.8513 -7.2618 3.7836
H 6.3849 -7.1937 2.1000
H 7.9150 -8.4879 4.4204
H 8.2962 -6.9465 3.6898
H 9.8087 -8.6029 2.7965
H 8.7717 -8.0130 1.5213
H 9.0853 -10.4287 1.3383
H 7.4008 -10.0386 1.5801
H 7.9744 -11.9843 2.8921
H 7.5749 -10.6811 3.9861
H 10.4157 -11.5729 3.2525
H 9.5810 -11.9239 4.7665
H 10.0335 -10.2682 4.3813
C -6.8599 8.7383 -3.0320
C -5.3705 8.4153 -2.9549
C -4.7458 8.7538 -1.6021
C -4.7853 10.2344 -1.2205
C -4.1112 11.1748 -2.2184
C -2.6190 10.9082 -2.3921
H -7.0491 9.8044 -2.9014
H -7.2672 8.4504 -4.0024
H -7.4158 8.1984 -2.2613
H -4.8391 8.9318 -3.7584
H -5.2334 7.3452 -3.1387
H -3.7095 8.4031 -1.5938
H -5.2622 8.1830 -0.8251
H -4.3065 10.3524 -0.2434
H -5.8238 10.5491 -1.0838
H -4.2473 12.2016 -1.8699
H -4.6096 11.1157 -3.1898
H -2.0946 11.0021 -1.4389
H -2.1787 11.6234 -3.0879
H -2.4298 9.9085 -2.7865
```